DFT (the ωB97M-V functional and the def2-TZVPD basis) results for a molecular structure, C2H2N2PS3 at a distorted geometry.

The geometry in XYZ format:
```
10
Properties=species:S:1:pos:R:3:forces:R:3
C 0.68735 -0.42546 0.98058 -0.72 -0.60 0.14
C -0.61483 -0.88992 -0.67051 -0.73 -2.21 -0.12
N -0.20374 -1.37498 0.58884 0.18 3.56 -3.62
N 0.18865 1.97738 0.29664 0.07 0.82 -0.68
P 0.56511 0.61614 -0.54770 -0.83 0.86 -0.07
S -0.38380 3.30107 -0.55388 0.35 -1.00 0.53
S 1.42231 -0.46450 2.36277 1.67 0.22 2.34
S -1.70615 -1.73874 -1.61508 0.94 1.14 0.59
H -0.44089 -2.18515 1.02978 -0.80 -2.58 1.35
H 0.48600 1.18416 -1.87144 -0.14 -0.22 -0.47
```
Forces are in eV/Å.

Summary:
Total charge ... -1
Gap between HOMO and LUMO (alpha / beta) ... 6.42 / 6.27 eV
Highest occupied orbital energy (alpha / beta) ... -3.71 / -3.43 eV

---

DFT (the ωB97M-V functional and the def2-TZVPD basis) results for a gas-phase ion, C2H2NO2S (charge -1) at a distorted geometry.

The geometry in XYZ format:
```
8
Properties=species:S:1:pos:R:3:forces:R:3
C -0.59096 -0.47438 0.18657 0.08 0.66 -0.25
C 0.39010 0.49499 -0.20528 1.49 0.22 -0.61
N -1.15941 -1.01451 1.35239 0.63 -0.66 -0.66
O -1.83428 -2.05865 1.16340 0.80 1.78 -0.01
O 1.46571 1.19907 0.26934 -3.74 -2.50 0.12
S 2.57548 2.18979 -0.67873 -0.41 -0.22 -0.35
H -1.05210 -0.78482 -0.77080 -0.05 -0.42 0.90
H 0.20546 0.44851 -1.31689 1.21 1.14 0.86
```
Forces are in eV/Å.

Summary:
SMILES string ... O=N/C=C\O[S-]
Total charge ... -1
Gap between HOMO and LUMO (alpha / beta) ... 6.61 / 6.61 eV
Highest occupied orbital energy (alpha / beta) ... -3.50 / -3.50 eV

---

DFT (the ωB97M-V functional and the def2-TZVPD basis) results for 2 unconnected molecules or ions with the total composition C4H5NS at a distorted geometry.

The geometry in XYZ format:
```
11
Properties=species:S:1:pos:R:3:forces:R:3
C 1.14110 -1.23548 -0.28196 -0.87 0.53 0.00
C -1.17936 0.12855 -0.77122 1.87 -0.76 1.06
C -1.05854 -0.08066 0.77950 0.53 1.09 -1.12
C 0.17434 -0.18881 -0.10399 0.89 1.65 0.00
N 1.96140 -2.01959 -0.47050 -0.04 -0.22 0.07
S 1.93734 1.65361 -0.18454 -2.18 -1.82 0.28
H -1.64248 -0.63069 -1.43181 0.38 0.56 0.65
H -1.11192 1.13779 -1.13379 -0.60 0.27 -0.07
H -1.17424 0.85406 1.45179 0.15 -2.04 -1.12
H -1.40741 -1.08838 1.06044 0.09 0.85 0.47
H 2.35977 1.46958 1.08606 -0.21 -0.11 -0.22
```
Forces are in eV/Å.

Summary:
Total charge ... 0
Gap between HOMO and LUMO (alpha / beta) ... 7.85 / 7.85 eV
Highest occupied orbital energy (alpha / beta) ... -9.46 / -9.46 eV

---

DFT (the ωB97M-V functional and the def2-TZVPD basis) results for a molecular structure, C31H23BF4N2OPRe.

The geometry in XYZ format:
```
64
Properties=species:S:1:pos:R:3:forces:R:3
Re -0.52591 0.41248 -1.90537 -0.22 -0.53 -0.44
C 4.33871 -2.51294 -1.41832 0.01 0.02 0.03
C 3.27130 -2.56541 -2.29979 0.00 0.00 -0.02
C 2.36536 -1.51672 -2.36591 -0.02 0.01 -0.06
C 2.54546 -0.41008 -1.55008 0.07 -0.15 0.07
C 3.62023 -0.34230 -0.66570 -0.03 0.11 -0.01
C 4.51146 -1.39820 -0.60372 0.01 -0.02 -0.01
N 1.56085 0.63554 -1.55854 -0.18 0.24 0.02
N 1.99330 1.78767 -1.26123 0.07 -0.07 -0.01
C 1.03515 2.76441 -1.22027 -0.14 0.03 0.04
C 1.43588 4.07363 -0.91487 0.04 -0.01 0.03
C 0.48857 5.06677 -0.88108 -0.04 -0.01 -0.03
C -0.84454 4.74999 -1.17855 0.06 0.01 -0.02
C -1.23610 3.45685 -1.47678 -0.08 0.03 0.01
C -0.30946 2.40700 -1.48145 0.22 -0.06 0.09
H 5.03731 -3.33732 -1.36181 0.00 0.01 -0.01
H 3.13171 -3.42501 -2.94112 -0.01 0.00 0.01
H 1.53034 -1.57931 -3.04796 0.03 0.01 0.01
H 3.73901 0.52399 -0.02952 -0.01 0.00 0.00
H 5.34342 -1.35383 0.08649 0.00 0.00 0.00
H 2.48131 4.26763 -0.71241 -0.01 0.00 0.00
H 0.76429 6.08498 -0.64456 0.00 -0.01 -0.01
H -1.58864 5.53675 -1.17499 0.00 0.00 0.01
H -2.27865 3.27496 -1.71233 0.00 -0.01 0.02
O -2.51697 0.64360 -2.62859 0.05 0.00 0.78
C -2.40559 0.60017 -1.39704 0.20 0.21 -0.65
C -3.18584 0.57233 -0.19742 -0.04 -0.02 0.09
C -4.55244 0.79037 -0.06184 -0.01 0.00 -0.02
C -5.08918 0.72166 1.21326 -0.01 0.01 -0.02
C -4.27890 0.43424 2.30894 0.02 -0.01 0.02
C -2.91388 0.20237 2.16292 -0.01 0.00 0.07
C -2.36969 0.27433 0.89596 0.04 0.04 -0.10
P -0.64555 -0.06671 0.41937 -0.11 -0.05 0.09
C -0.41983 -1.84787 0.58306 0.14 0.06 -0.03
C -1.52218 -2.69267 0.69551 -0.05 0.00 0.03
C -1.33690 -4.06441 0.73739 0.01 -0.02 0.01
C -0.06026 -4.59875 0.65193 0.01 0.03 0.01
C 1.04055 -3.76172 0.52435 -0.04 -0.03 0.02
C 0.86623 -2.39026 0.48539 -0.03 -0.01 0.02
C 0.36147 0.78056 1.65981 -0.04 -0.07 0.07
C 0.20309 2.15989 1.81644 -0.01 -0.02 0.00
C 0.91409 2.83404 2.79400 -0.02 0.04 -0.02
C 1.78000 2.14116 3.62921 0.00 -0.06 0.00
C 1.91271 0.76595 3.50349 0.01 0.03 0.00
C 1.20173 0.08127 2.52822 0.03 0.07 -0.06
H -5.16686 1.00794 -0.92512 0.00 0.00 0.01
H -6.14639 0.89285 1.36229 0.00 0.00 -0.01
H -4.72302 0.38619 3.29454 0.01 0.00 0.00
H -2.29708 -0.03021 3.02209 -0.01 0.01 0.00
H -2.52581 -2.29148 0.73972 0.01 -0.01 0.00
H -2.19499 -4.71676 0.82578 0.00 0.00 -0.01
H 0.07761 -5.67137 0.67670 0.00 0.00 0.00
H 2.03677 -4.17575 0.44582 0.00 0.00 0.00
H 1.73272 -1.74879 0.38267 -0.05 -0.07 0.01
H -0.49422 2.70771 1.19588 0.01 0.03 -0.09
H 0.78567 3.90273 2.90617 0.00 -0.01 0.00
H 2.33719 2.67153 4.39003 0.00 0.00 0.00
H 2.56471 0.21792 4.17063 0.00 0.01 0.00
H 1.29688 -0.99199 2.46059 0.00 -0.01 0.00
F -2.44649 -2.16334 -2.19180 0.12 -0.04 -0.04
B -1.42156 -2.62551 -2.98374 -0.22 -0.03 0.14
F -0.51117 -3.38414 -2.33169 0.05 0.00 -0.08
F -1.75413 -2.97704 -4.22915 0.05 0.02 -0.01
F -0.54286 -1.19151 -3.21588 0.13 0.28 0.05
```
Forces are in eV/Å.

Summary:
2S+1 ... 2
Total charge ... +1
Gap between HOMO and LUMO (alpha / beta) ... 6.81 / 6.61 eV
Highest occupied orbital energy (alpha / beta) ... -11.41 / -11.24 eV
<S²> ... 0.762

---

DFT (the ωB97M-V functional and the def2-TZVPD basis) results for C17H24N2O4 in the gas phase.

The geometry in XYZ format:
```
47
Properties=species:S:1:pos:R:3:forces:R:3
C -3.88865 -0.49118 -0.89312 0.25 0.11 0.38
H -4.67523 -1.23903 -0.93671 -0.12 -0.07 -0.03
H -4.35055 0.48673 -0.77829 -0.08 0.08 -0.04
H -3.33574 -0.50803 -1.82972 0.06 -0.02 -0.11
C -2.94792 -0.79913 0.27363 -0.23 -0.35 -0.16
C -2.31759 -2.17980 0.12474 -0.11 0.41 0.22
H -3.08754 -2.94589 0.12900 -0.08 -0.11 -0.04
H -1.63080 -2.35495 0.94804 0.05 -0.06 0.06
H -1.76387 -2.24024 -0.80924 0.07 -0.03 -0.16
O -1.87790 0.13404 0.34877 0.14 -0.19 -0.09
C -2.18523 1.36822 0.96088 -0.02 0.35 0.35
C -0.91806 2.21810 1.03719 -0.27 -0.22 -0.38
C -0.46733 2.71062 -0.33624 0.11 0.24 0.21
N -0.12349 1.60165 -1.19489 -0.31 -0.11 0.16
C 0.99233 1.56802 -1.94109 -0.37 -0.37 -0.37
O 1.77893 2.49266 -2.02006 0.42 0.26 -0.07
C 1.19233 0.26643 -2.70684 0.30 0.05 0.18
H 1.48280 0.52001 -3.72722 -0.07 0.05 0.02
H 0.27529 -0.32213 -2.73353 0.00 -0.05 -0.05
C 2.31775 -0.57318 -2.09324 -0.05 0.06 -0.43
N 1.95366 -1.14427 -0.80775 0.03 0.07 -0.12
C 1.42643 -2.39660 -0.82202 -0.19 -0.25 0.30
O 1.18691 -3.00496 -1.84505 -0.03 -0.18 -0.05
C 1.22796 -3.02264 0.54968 0.16 -0.43 -0.18
H 0.48704 -3.82086 0.47735 0.13 0.15 -0.09
O 0.77334 -2.12172 1.53033 -0.10 0.37 -0.01
C 1.44531 -0.93092 1.54459 0.18 0.20 0.16
C 1.46763 -0.21560 2.73200 0.00 -0.15 -0.18
C 2.13720 0.99291 2.80495 0.02 -0.02 0.02
C 2.79419 1.47742 1.68829 -0.03 0.03 0.03
C 2.76208 0.77708 0.49476 0.04 -0.09 0.02
C 2.07589 -0.42827 0.39697 -0.08 -0.05 0.49
H 3.26033 1.20095 -0.35996 -0.01 0.03 -0.14
H 3.32836 2.41326 1.73368 0.05 0.10 -0.01
H 2.14977 1.54575 3.73133 0.00 0.05 0.09
H 0.95136 -0.62768 3.58432 -0.05 -0.08 0.11
H 2.19256 -3.46344 0.85546 -0.15 0.05 -0.05
H 2.52387 -1.42027 -2.75330 0.04 0.22 0.13
H 3.22200 0.02637 -1.99174 -0.03 -0.06 0.00
H -0.69247 0.77514 -1.06301 0.19 -0.03 -0.18
H -1.27131 3.29717 -0.80023 0.10 0.05 0.07
H 0.41807 3.34608 -0.25050 -0.14 -0.03 -0.04
H -0.12524 1.62108 1.48811 0.03 0.04 0.08
H -1.11496 3.07897 1.67672 0.00 0.02 0.05
H -2.95886 1.90393 0.39086 0.02 -0.03 0.06
H -2.57469 1.18649 1.97463 0.00 0.00 -0.12
H -3.51593 -0.75829 1.21749 0.11 0.02 -0.09
```
Forces are in eV/Å.

Summary:
SMILES string ... CC(C)OCCCNC(=O)CCN1C(=O)COc2ccccc21
Total charge ... 0
Gap between HOMO and LUMO ... 9.14 eV
Highest occupied orbital energy ... -8.33 eV

---

DFT (the ωB97M-V functional and the def2-TZVPD basis) results for a molecular structure, C27H51GaNO3SSr at a distorted geometry.

The geometry in XYZ format:
```
85
Properties=species:S:1:pos:R:3:forces:R:3
C -0.20896 5.37250 -0.78975 -0.46 0.33 0.04
O -1.65201 5.41781 -0.93133 1.19 -1.26 0.23
C -2.12166 4.06983 -0.62726 -0.97 0.95 0.18
C -3.59266 4.19056 -0.06258 0.31 -0.34 -0.09
C -4.36870 2.80841 -0.02704 0.55 0.44 0.00
C -4.17588 2.02533 1.34392 -1.40 0.08 -0.28
C -5.23578 0.82702 1.45050 0.17 0.59 -0.86
Ga -4.31253 -1.03968 1.48841 -0.25 0.57 0.02
S -5.58986 -2.35736 0.03521 -0.72 -0.05 -0.11
C -2.43282 -0.96913 0.66013 -0.40 -0.38 -1.48
C -2.48460 -0.84161 -0.93327 1.12 -0.05 0.38
C -0.98633 -1.00637 -1.50306 -0.86 -0.19 0.26
N -0.79527 -2.34861 -2.14007 -0.08 0.59 0.50
C -4.41604 -1.97044 3.32144 -0.31 0.02 0.71
C -3.37237 -1.44397 4.35781 -1.15 -1.62 0.84
O -2.07883 -1.22700 3.77345 -0.45 1.34 0.46
C -1.29300 -0.25936 4.46474 0.98 -0.29 -0.63
C -0.36002 0.33721 3.32784 -1.05 -0.67 0.62
O 1.00825 0.62895 3.81824 0.78 -1.38 -1.77
C 1.80617 0.32059 2.71127 0.63 0.73 -0.94
C 2.83882 -0.69786 2.74666 0.20 0.80 -1.87
C 3.67400 -1.05528 1.49182 -2.41 2.28 0.71
C 3.37350 -0.31624 0.28443 -0.60 0.34 0.81
C 4.07969 -0.56223 -1.12469 0.14 -0.11 1.34
C 4.67577 0.84594 -1.55299 0.53 -0.79 0.18
C 5.30066 -1.52871 -0.88444 0.36 0.30 0.17
C 2.94072 -1.12955 -2.08166 0.47 0.81 -0.25
C 3.43073 -1.91158 -3.36055 -0.80 -0.66 -1.39
C 4.58469 -1.18706 -4.17913 -0.77 -0.52 -0.50
C 2.16941 -1.94767 -4.35339 -0.50 -0.43 1.35
C 3.75652 -3.45799 -3.07086 0.02 1.04 1.50
C 2.32271 0.75950 0.28873 -0.35 -0.65 2.33
C 1.53560 1.10364 1.46006 2.70 -2.52 -0.35
H 0.00677 5.38822 0.32146 0.17 0.04 -1.13
H 0.25649 6.25209 -1.31943 -0.58 -0.90 0.67
H 0.17212 4.41253 -1.23307 -0.08 0.87 0.29
H -1.42294 3.67485 0.16345 -0.78 -0.15 -0.72
H -2.07821 3.46509 -1.58342 0.00 0.37 1.09
H -4.16667 4.94732 -0.67441 0.77 -0.81 0.54
H -3.51955 4.58637 0.98645 -0.11 -0.19 -0.96
H -4.00639 2.19503 -0.90147 -0.42 0.36 0.88
H -5.45469 3.02901 -0.23268 1.01 -0.41 0.50
H -4.43598 2.74247 2.17260 0.65 -0.53 -0.68
H -3.11400 1.66634 1.44924 -0.91 0.47 -0.06
H -5.82182 0.86488 0.48166 0.49 -0.28 1.09
H -5.98346 0.96800 2.27419 0.79 -0.05 -0.59
H -6.92082 -2.03472 0.23558 1.13 -0.05 0.11
H -1.85051 -0.08538 1.03638 -0.31 -0.97 -0.15
H -1.91295 -1.96001 0.84999 -0.25 1.20 0.16
H -3.10480 -1.67289 -1.37898 0.49 0.95 0.48
H -2.90550 0.13872 -1.28013 0.20 -0.82 0.45
H -0.29423 -0.97139 -0.60893 -0.49 0.26 -1.08
H -0.74070 -0.19463 -2.24964 -0.09 -0.85 0.76
H -1.62635 -2.50753 -2.71598 0.40 -0.13 0.12
H -0.84407 -3.03739 -1.38088 -0.10 0.20 -0.44
H -4.37362 -3.08339 3.14313 0.27 1.11 0.28
H -5.44577 -1.77354 3.74845 1.06 -0.16 -0.46
H -3.77865 -0.55539 4.92558 0.63 -0.52 -0.92
H -3.24679 -2.25827 5.14611 -0.01 0.88 -0.60
H -1.88668 0.56456 4.94080 0.36 -0.89 -0.27
H -0.67068 -0.83279 5.22264 -0.45 1.04 -0.49
H -0.77244 1.28504 2.88976 0.22 -1.04 0.39
H -0.28486 -0.48918 2.56304 -0.28 1.06 0.69
H 3.01028 -1.23611 3.73434 -3.11 2.36 -2.81
H 4.46453 -1.84288 1.51644 -0.72 0.67 -0.10
H 5.44819 0.69704 -2.36223 -1.09 0.28 0.67
H 3.85565 1.53829 -1.87087 0.99 -0.45 0.20
H 5.25855 1.24071 -0.66932 -0.81 -0.10 -0.89
H 6.06641 -0.98427 -0.24888 -0.80 -0.56 -0.61
H 5.82758 -1.80294 -1.83119 -0.64 0.24 0.76
H 5.03732 -2.47839 -0.34968 0.08 0.74 -0.63
H 2.19980 -1.69889 -1.45371 0.73 0.17 -0.87
H 2.37310 -0.22448 -2.46607 0.51 -0.93 0.45
H 4.46141 -0.07554 -4.11389 0.40 -0.98 0.00
H 5.61641 -1.55530 -3.94715 -0.81 0.65 0.05
H 4.40281 -1.44808 -5.26550 0.34 0.25 1.15
H 1.93356 -0.94419 -4.79245 0.37 -0.88 0.18
H 1.28157 -2.25022 -3.71313 0.77 0.38 -0.80
H 2.27260 -2.76244 -5.12296 0.15 1.10 0.52
H 3.78525 -3.56819 -1.94253 0.02 -0.14 -1.18
H 2.91846 -4.10990 -3.41900 0.96 0.45 0.06
H 4.77093 -3.76155 -3.43290 -1.04 0.11 -0.02
H 2.12284 1.32790 -0.64839 0.26 -0.67 0.88
H 0.75429 1.89319 1.46501 0.80 -0.75 -0.08
Sr 4.34627 -2.12738 4.54000 2.26 -1.34 1.02
```
Forces are in eV/Å.

Summary:
Total charge ... +1
Gap between HOMO and LUMO ... 1.39 eV
Highest occupied orbital energy ... -8.22 eV

---

DFT (the ωB97M-V functional and the def2-TZVPD basis) results for a molecular structure, CH6Cl2Si2 at a distorted geometry.

The geometry in XYZ format:
```
11
Properties=species:S:1:pos:R:3:forces:R:3
C -0.64049 -1.54995 0.50746 4.27 0.46 2.86
Si 1.19841 1.25360 -0.71541 0.46 -1.25 -2.16
Si -0.65027 0.38492 0.26305 -0.11 -1.46 0.62
Cl -1.10085 1.22810 2.04953 0.06 0.36 0.78
Cl -2.27877 0.84902 -0.87299 -0.38 -0.09 -0.55
H -1.67870 -1.69735 0.46326 -1.28 -1.22 0.11
H -0.00618 -1.99733 -0.26698 -0.76 -0.08 -0.14
H 0.02334 -2.08193 1.65636 -2.55 2.09 -3.48
H 1.27962 2.52107 -1.46369 -0.20 0.16 0.35
H 1.57062 0.15256 -1.75040 -0.62 0.73 0.39
H 2.28326 0.93728 0.12981 1.11 0.30 1.22
```
Forces are in eV/Å.

Summary:
Total charge ... 0
Gap between HOMO and LUMO ... 10.94 eV
Highest occupied orbital energy ... -10.30 eV

---

Energy above the lowest of the compared OMol25 structures with the same formula, charge and spin list, top to bottom, in kcal per mole: 46.48; 116.90; 82.97; 5.71; 16.13; 0.00; 26.67
Electronic energy list, top to bottom, in Eh: -1722.78286; -680.72093; -608.21844; -2223.79671; -1072.70501; -3692.90130; -1541.09675